(1)
Density functional theory data (ωB97M-V with the def2-TZVPD basis set) for 10 unconnected molecules or ions with the total composition C36H62N2O28 in a non-equilibrium geometry.

Strongest force on any atom   8.422 eV/A
SMILES   COCCNCCOC.COCCNCCOC.O=C1OCCO1.O=C1OCCO1.O=C1OCCO1.O=C1OCCO1.O=C1OCCO1.O=C1OCCO1.O=C1OCCO1.O=C1OCCO1
Kohn-Sham gap   8.258 eV
Net charge   0
Total energy   -3624.91225 a.u.

Each atom is followed by the atoms it is bonded to, with distances in Å.
CARTESIAN COORDINATES (ANGSTROEM)
1 C 7.15 1.75 -2.86  O2 1.447, H10 1.090, H11 1.090, H12 1.090
2 O 7.02 0.36 -3.25  C1 1.447, C3 1.454
3 C 5.75 -0.31 -2.99  O2 1.454, C4 1.565, H13 1.090, H14 1.090
4 C 5.66 -1.21 -1.71  C3 1.565, N5 1.424, H15 1.090, H16 1.090
5 N 4.33 -1.27 -1.21  C4 1.424, C6 1.452, H17 1.010
6 C 3.59 -2.49 -1.46  N5 1.452, C7 1.653, H18 1.090, H19 1.090
7 C 3.98 -3.67 -0.36  C6 1.653, O8 1.365, H20 1.090, H21 1.090
8 O 3.53 -4.91 -0.71  C7 1.365, C9 1.455
9 C 2.24 -5.31 -0.16  O8 1.455, H22 1.090, H23 1.090, H24 1.090
10 H 6.41 2.46 -3.22  C1 1.090
11 H 8.07 2.14 -3.31  C1 1.090
12 H 7.28 1.90 -1.79  C1 1.090
13 H 5.54 -0.80 -3.94  C3 1.090
14 H 5.07 0.52 -2.78  C3 1.090
15 H 6.29 -0.83 -0.91  C4 1.090
16 H 6.08 -2.21 -1.79  C4 1.090
17 H 4.22 -0.86 -0.30  N5 1.010
18 H 3.80 -2.89 -2.45  C6 1.090
19 H 2.51 -2.34 -1.42  C6 1.090
20 H 3.37 -3.44 0.51  C7 1.090
21 H 5.04 -3.77 -0.10  C7 1.090
22 H 2.10 -5.45 0.91  C9 1.090
23 H 2.07 -6.24 -0.70  C9 1.090
24 H 1.53 -4.52 -0.36  C9 1.090
25 C 0.60 3.09 3.04  O26 1.499, H34 1.090, H35 1.090, H36 1.090
26 O 1.04 4.28 2.24  C25 1.499, C27 1.384
27 C 0.08 5.13 1.71  O26 1.384, C28 1.529, H37 1.090, H38 1.090
28 C 0.85 6.11 0.83  C27 1.529, N29 1.454, H39 1.090, H40 1.090
29 N 0.86 5.78 -0.59  C28 1.454, C30 1.500, H41 1.010
30 C 1.89 6.45 -1.45  N29 1.500, C31 1.510, H42 1.090, H43 1.090
31 C 2.25 5.54 -2.61  C30 1.510, O32 1.436, H44 1.090, H45 1.090
32 O 2.50 4.16 -2.31  C31 1.436, C33 1.449
33 C 3.86 3.93 -1.85  O32 1.449, H46 1.090, H47 1.090, H48 1.090
34 H -0.17 3.28 3.78  C25 1.090
35 H 1.51 2.80 3.55  C25 1.090
36 H 0.14 2.41 2.31  C25 1.090
37 H -0.34 5.81 2.46  C27 1.090
38 H -0.69 4.51 1.26  C27 1.090
39 H 1.84 6.11 1.28  C28 1.090
40 H 0.37 7.05 1.08  C28 1.090
41 H 0.93 4.79 -0.77  N29 1.010
42 H 2.80 6.47 -0.86  C30 1.090
43 H 1.62 7.39 -1.92  C30 1.090
44 H 3.07 5.98 -3.18  C31 1.090
45 H 1.37 5.44 -3.25  C31 1.090
46 H 4.07 4.32 -0.86  C33 1.090
47 H 4.35 4.37 -2.72  C33 1.090
48 H 4.14 2.89 -1.69  C33 1.090
49 O -4.27 -6.42 -3.40  C50 1.262
50 C -3.93 -5.80 -2.35  O49 1.262, O51 1.393, O54 1.293
51 O -3.91 -4.41 -2.19  C50 1.393, C52 1.391
52 C -3.68 -4.11 -0.86  O51 1.391, C53 1.507, H55 1.090, H56 1.090
53 C -3.41 -5.47 -0.27  C52 1.507, O54 1.361, H57 1.090, H58 1.090
54 O -3.42 -6.36 -1.31  C50 1.293, C53 1.361
55 H -2.72 -3.60 -0.72  C52 1.090
56 H -4.52 -3.61 -0.38  C52 1.090
57 H -4.14 -5.67 0.51  C53 1.090
58 H -2.44 -5.46 0.22  C53 1.090
59 O -1.35 -4.26 1.89  C60 1.235
60 C -1.43 -3.97 3.09  O59 1.235, O61 1.314, O64 1.370
61 O -2.36 -3.24 3.65  C60 1.314, C62 1.428
62 C -1.76 -2.60 4.78  O61 1.428, C63 1.556, H65 1.090, H66 1.090
63 C -0.69 -3.64 5.21  C62 1.556, O64 1.340, H67 1.090, H68 1.090
64 O -0.50 -4.28 4.05  C60 1.370, C63 1.340
65 H -1.40 -1.60 4.52  C62 1.090
66 H -2.42 -2.44 5.64  C62 1.090
67 H -0.90 -4.42 5.95  C63 1.090
68 H 0.22 -3.12 5.52  C63 1.090
69 O -2.16 -5.36 -5.56  C70 1.222
70 C -1.21 -5.03 -4.87  O69 1.222, O71 1.280, O74 1.283
71 O -0.18 -5.71 -4.54  C70 1.280, C72 1.379
72 C 0.61 -5.10 -3.59  O71 1.379, C73 1.485, H75 1.090, H76 1.090
73 C -0.06 -3.80 -3.35  C72 1.485, O74 1.413, H77 1.090, H78 1.090
74 O -1.07 -3.87 -4.33  C70 1.283, C73 1.413
75 H 0.61 -5.68 -2.66  C72 1.090
76 H 1.59 -4.92 -4.04  C72 1.090
77 H 0.58 -2.93 -3.54  C73 1.090
78 H -0.42 -3.54 -2.35  C73 1.090
79 O -6.19 -0.29 0.08  C80 1.226
80 C -7.11 0.24 -0.52  O79 1.226, O81 1.335, O84 1.279
81 O -7.23 1.57 -0.63  C80 1.335, C82 1.469
82 C -8.30 1.89 -1.58  O81 1.469, C83 1.528, H85 1.090, H86 1.090
83 C -8.40 0.55 -2.30  C82 1.528, O84 1.470, H87 1.090, H88 1.090
84 O -7.76 -0.42 -1.40  C80 1.279, C83 1.470
85 H -9.32 2.07 -1.22  C82 1.090
86 H -8.06 2.75 -2.21  C82 1.090
87 H -7.96 0.62 -3.29  C83 1.090
88 H -9.43 0.19 -2.30  C83 1.090
89 O 0.02 -1.70 -0.15  C90 1.229
90 C -0.81 -1.10 0.53  O89 1.229, O91 1.338, O94 1.371
91 O -0.57 -0.10 1.38  C90 1.338, C92 1.385
92 C -1.76 0.49 1.79  O91 1.385, C93 1.567, H95 1.090, H96 1.090
93 C -2.85 -0.56 1.37  C92 1.567, O94 1.366, H97 1.090, H98 1.090
94 O -2.15 -1.42 0.58  C90 1.371, C93 1.366
95 H -1.83 0.75 2.84  C92 1.090
96 H -1.85 1.47 1.32  C92 1.090
97 H -3.54 -0.14 0.64  C93 1.090
98 H -3.48 -1.04 2.13  C93 1.090
99 O -2.37 3.18 4.59  C100 1.237
100 C -2.83 3.90 3.70  O99 1.237, O101 1.318, O104 1.315
101 O -3.56 4.97 3.95  C100 1.318, C102 1.442
102 C -3.86 5.64 2.70  O101 1.442, C103 1.531, H105 1.090, H106 1.090
103 C -3.65 4.46 1.74  C102 1.531, O104 1.435, H107 1.090, H108 1.090
104 O -2.73 3.60 2.42  C100 1.315, C103 1.435
105 H -4.89 5.97 2.78  C102 1.090
106 H -3.21 6.49 2.50  C102 1.090
107 H -3.27 4.81 0.78  C103 1.090
108 H -4.61 3.98 1.53  C103 1.090
109 O 4.24 0.29 1.85  C110 1.256
110 C 3.31 -0.41 2.31  O109 1.256, O111 1.313, O114 1.227
111 O 2.09 -0.04 2.64  C110 1.313, C112 1.392
112 C 1.48 -1.01 3.43  O111 1.392, C113 1.445, H115 1.090, H116 1.090
113 C 2.26 -2.12 2.91  C112 1.445, O114 1.371, H117 1.090, H118 1.090
114 O 3.48 -1.60 2.58  C110 1.227, C113 1.371
115 H 1.77 -0.87 4.47  C112 1.090
116 H 0.40 -1.12 3.40  C112 1.090
117 H 1.74 -2.43 2.00  C113 1.090
118 H 2.34 -2.94 3.62  C113 1.090
119 O -1.48 2.65 -1.24  C120 1.244
120 C -0.32 2.19 -1.24  O119 1.244, O121 1.381, O124 1.361
121 O -0.01 0.95 -1.75  C120 1.381, C122 1.377
122 C 1.36 0.86 -1.66  O121 1.377, C123 1.500, H125 1.090, H126 1.090
123 C 1.63 1.62 -0.39  C122 1.500, O124 1.369, H127 1.090, H128 1.090
124 O 0.72 2.64 -0.48  C120 1.361, C123 1.369
125 H 1.73 -0.17 -1.69  C122 1.090
126 H 1.92 1.36 -2.45  C122 1.090
127 H 2.61 2.09 -0.37  C123 1.090
128 H 1.52 0.93 0.44  C123 1.090

(2)
Density functional theory data (ωB97M-V with the def2-TZVPD basis set) for 3 unconnected molecules or ions with the total composition C36H63F2N2O10PSi in a non-equilibrium geometry.

Strongest force on any atom   2.396 eV/A
SMILES   CCCCCCCCCC[C@@H](OC[C@](OC)(N(C)C(C)=O)C(F)(F)CC[Si](C)(C)c1ccccc1)P(N)O.C[C@@H]1COC(=O)O1.C[C@@H]1COC(=O)O1
Kohn-Sham gap   8.472 eV
Net charge   0
Total energy   -3102.06605 a.u.

Each atom is followed by the atoms it is bonded to, with distances in Å.
CARTESIAN COORDINATES (ANGSTROEM)
1 C -3.13 2.96 -1.80  C2 1.523, H39 1.081, H40 1.079, H41 1.079
2 C -1.86 2.35 -2.38  C1 1.523, C3 1.527, H42 1.082, H43 1.076
3 C -0.65 2.57 -1.49  C2 1.527, C4 1.525, H44 1.081, H45 1.085
4 C -0.01 1.31 -0.93  C3 1.525, C5 1.537, H46 1.086, H47 1.081
5 C 0.41 0.29 -2.01  C4 1.537, C6 1.518, H48 1.085, H49 1.082
6 C 1.87 -0.11 -1.90  C5 1.518, C7 1.532, H50 1.081, H51 1.083
7 C 2.31 -0.67 -0.54  C6 1.532, C8 1.529, H52 1.082, H53 1.082
8 C 2.32 -2.20 -0.50  C7 1.529, C9 1.533, H54 1.081, H55 1.082
9 C 3.09 -2.67 0.74  C8 1.533, C10 1.540, H56 1.081, H57 1.084
10 C 2.52 -3.91 1.43  C9 1.540, C11 1.532, H58 1.079, H59 1.081
11 C 2.89 -3.96 2.92  C10 1.532, O12 1.441, P36 1.883, H60 1.085
12 O 1.69 -3.69 3.68  C11 1.441, C13 1.407
13 C 1.63 -2.37 4.15  O12 1.407, C14 1.538, H61 1.080, H62 1.086
14 C 0.24 -1.73 4.07  C13 1.538, O15 1.397, N17 1.482, C22 1.572
15 O 0.06 -1.52 2.70  C14 1.397, C16 1.426
16 C -1.13 -0.83 2.31  O15 1.426, H63 1.079, H64 1.081, H65 1.081
17 N 0.28 -0.41 4.75  C14 1.482, C18 1.457, C19 1.429
18 C 1.18 0.54 4.12  N17 1.457, H66 1.077, H67 1.087, H68 1.078
19 C 0.39 -0.45 6.17  N17 1.429, C20 1.513, O21 1.204
20 C 1.71 -0.06 6.79  C19 1.513, H69 1.074, H70 1.079, H71 1.083
21 O -0.54 -0.72 6.89  C19 1.204
22 C -0.89 -2.64 4.68  C14 1.572, F23 1.359, F24 1.346, C25 1.523
23 F -0.41 -3.18 5.83  C22 1.359
24 F -1.92 -1.85 5.01  C22 1.346
25 C -1.46 -3.80 3.88  C22 1.523, C26 1.555, H72 1.070, H73 1.080
26 C -2.81 -4.25 4.51  C25 1.555, Si27 1.892, H74 1.081, H75 1.082
27 Si -3.63 -5.67 3.57  C26 1.892, C28 1.877, C29 1.872, C30 1.880
28 C -2.33 -6.89 2.97  Si27 1.877, H76 1.076, H77 1.079, H78 1.082
29 C -4.78 -6.65 4.66  Si27 1.872, H79 1.083, H80 1.081, H81 1.080
30 C -4.47 -5.06 2.00  Si27 1.880, C31 1.369, C35 1.369
31 C -4.32 -3.77 1.59  C30 1.369, C32 1.367, H82 1.073
32 C -4.90 -3.34 0.42  C31 1.367, C33 1.360, H83 1.071
33 C -5.62 -4.23 -0.31  C32 1.360, C34 1.358, H84 1.075
34 C -5.80 -5.51 0.10  C33 1.358, C35 1.362, H85 1.073
35 C -5.23 -5.93 1.26  C30 1.369, C34 1.362, H86 1.073
36 P 3.52 -5.67 3.36  C11 1.883, N37 1.715, O38 1.621
37 N 3.01 -5.89 4.99  P36 1.715, H87 1.019, H88 1.013
38 O 2.56 -6.70 2.57  P36 1.621, H89 0.959
39 H -3.15 2.91 -0.72  C1 1.081
40 H -3.23 4.00 -2.09  C1 1.079
41 H -4.01 2.45 -2.16  C1 1.079
42 H -2.01 1.30 -2.62  C2 1.082
43 H -1.69 2.85 -3.32  C2 1.076
44 H 0.11 3.16 -1.99  C3 1.081
45 H -0.97 3.16 -0.64  C3 1.085
46 H 0.88 1.60 -0.39  C4 1.086
47 H -0.67 0.87 -0.20  C4 1.081
48 H -0.19 -0.61 -1.90  C5 1.085
49 H 0.19 0.69 -2.99  C5 1.082
50 H 2.52 0.70 -2.22  C6 1.081
51 H 2.05 -0.90 -2.61  C6 1.083
52 H 3.34 -0.39 -0.37  C7 1.082
53 H 1.67 -0.31 0.26  C7 1.082
54 H 1.31 -2.60 -0.51  C8 1.081
55 H 2.83 -2.58 -1.37  C8 1.082
56 H 4.10 -2.95 0.45  C9 1.081
57 H 3.16 -1.86 1.46  C9 1.084
58 H 1.44 -3.88 1.40  C10 1.079
59 H 2.80 -4.81 0.90  C10 1.081
60 H 3.71 -3.29 3.17  C11 1.085
61 H 2.26 -1.79 3.49  C13 1.080
62 H 2.03 -2.33 5.16  C13 1.086
63 H -1.66 -0.39 3.14  C16 1.079
64 H -1.76 -1.50 1.74  C16 1.081
65 H -0.84 -0.03 1.64  C16 1.081
66 H 0.91 0.73 3.10  C18 1.077
67 H 2.23 0.28 4.15  C18 1.087
68 H 1.08 1.48 4.64  C18 1.078
69 H 1.72 -0.36 7.82  C20 1.074
70 H 2.57 -0.41 6.23  C20 1.079
71 H 1.76 1.02 6.78  C20 1.083
72 H -0.79 -4.64 3.95  C25 1.070
73 H -1.60 -3.60 2.83  C25 1.080
74 H -2.58 -4.60 5.51  C26 1.081
75 H -3.50 -3.42 4.56  C26 1.082
76 H -1.81 -7.35 3.79  C28 1.076
77 H -1.64 -6.35 2.34  C28 1.079
78 H -2.82 -7.62 2.35  C28 1.082
79 H -4.19 -7.17 5.40  C29 1.083
80 H -5.52 -6.06 5.19  C29 1.081
81 H -5.29 -7.43 4.10  C29 1.080
82 H -3.75 -3.09 2.19  C31 1.073
83 H -4.75 -2.33 0.11  C32 1.071
84 H -6.06 -3.93 -1.25  C33 1.075
85 H -6.38 -6.19 -0.50  C34 1.073
86 H -5.37 -6.95 1.58  C35 1.073
87 H 2.00 -5.96 5.03  N37 1.019
88 H 3.27 -5.09 5.56  N37 1.013
89 H 1.76 -6.90 3.07  O38 0.959
90 C -0.25 6.96 -7.37  C91 1.506, H97 1.091, H98 1.085, H99 1.088
91 C -0.84 6.17 -6.24  C90 1.506, C92 1.512, O96 1.441, H100 1.094
92 C 0.17 5.49 -5.34  C91 1.512, O93 1.441, H101 1.087, H102 1.089
93 O -0.58 4.36 -4.85  C92 1.441, C94 1.358
94 C -1.51 4.05 -5.79  O93 1.358, O95 1.188, O96 1.353
95 O -2.16 3.06 -5.80  C94 1.188
96 O -1.60 5.04 -6.72  C91 1.441, C94 1.353
97 H -1.04 7.38 -8.00  C90 1.091
98 H 0.37 7.77 -7.00  C90 1.085
99 H 0.36 6.32 -8.01  C90 1.088
100 H -1.52 6.80 -5.65  C91 1.094
101 H 0.50 6.11 -4.52  C92 1.087
102 H 1.04 5.12 -5.89  C92 1.089
103 C 4.59 10.77 -8.39  C104 1.507, H110 1.089, H111 1.090, H112 1.090
104 C 4.00 9.98 -7.25  C103 1.507, C105 1.513, O109 1.442, H113 1.093
105 C 5.01 9.30 -6.35  C104 1.513, O106 1.436, H114 1.087, H115 1.092
106 O 4.26 8.17 -5.87  C105 1.436, C107 1.353
107 C 3.33 7.87 -6.80  O106 1.353, O108 1.189, O109 1.353
108 O 2.68 6.87 -6.80  C107 1.189
109 O 3.24 8.85 -7.72  C104 1.442, C107 1.353
110 H 3.80 11.19 -9.01  C103 1.089
111 H 5.21 11.58 -8.02  C103 1.090
112 H 5.19 10.12 -9.03  C103 1.090
113 H 3.32 10.61 -6.66  C104 1.093
114 H 5.34 9.92 -5.53  C105 1.087
115 H 5.88 8.93 -6.90  C105 1.092